The following is a DFT calculation (ωB97M-V/def2-TZVPD) of 9 unconnected molecules or ions with the total composition C32H90N7O11.

Geometry as XYZ:
```
140
Properties=species:S:1:pos:R:3:forces:R:3
C 11.302019 -15.800495 8.198716 0.4 -0.1 -0.3
C 12.531565 -15.622005 9.106869 1.7 -0.2 -3.4
C 12.186487 -15.216670 10.457527 -1.5 -0.7 1.5
O 11.506417 -14.000377 10.286434 0.8 1.0 1.2
C 11.232745 -13.293798 11.536081 0.6 -0.6 -0.7
N 13.450922 -16.821655 9.028753 -1.8 -1.9 0.8
H 14.138489 -17.020487 9.741369 0.0 0.4 0.7
H 12.825166 -17.614422 9.021161 -0.3 -0.9 0.5
H 13.932059 -17.027080 8.164803 1.0 0.4 -2.0
H 11.503474 -16.250782 7.226731 0.5 -0.2 0.1
H 10.955666 -14.803531 7.926283 -0.3 -0.1 0.4
H 10.522099 -16.411398 8.653265 -0.1 0.2 0.2
H 13.222623 -14.954199 8.592495 -0.5 1.2 0.4
H 12.983148 -15.360584 11.187404 0.7 1.3 0.0
H 11.477911 -15.924791 10.887156 -0.5 -0.5 -0.1
H 10.373835 -13.751677 12.026711 -0.2 0.3 0.0
H 11.128483 -12.242337 11.268369 -0.4 -0.2 0.1
H 12.086289 -13.373333 12.209302 0.1 0.0 0.0
C 18.406180 -13.890667 4.185583 0.2 0.1 0.0
C 18.552101 -14.739872 2.932086 1.7 -0.7 -0.7
C 20.002375 -14.669492 2.261590 -0.4 -1.0 0.3
O 20.444038 -15.942203 1.750226 -1.4 0.4 1.9
C 21.835915 -15.979674 1.417860 -0.5 1.3 -0.6
N 18.247354 -16.204208 3.361920 0.2 0.8 -0.4
H 17.858439 -16.783635 2.631779 -0.4 0.1 -0.5
H 18.988749 -16.781239 3.732690 1.2 0.3 -0.2
H 17.621101 -16.156073 4.152854 -1.5 -0.1 0.7
H 18.946117 -14.380688 4.995804 -0.3 -0.2 0.3
H 17.347686 -13.736356 4.395067 0.1 -0.2 0.5
H 18.869914 -12.904227 4.186508 0.0 0.0 -0.7
H 17.803218 -14.453504 2.193672 -0.1 -0.4 0.1
H 20.676942 -14.312293 3.039715 0.3 -0.1 0.1
H 19.998428 -13.926993 1.463604 -0.2 0.1 -0.1
H 22.243641 -16.983440 1.537471 -0.3 0.1 -0.3
H 22.405801 -15.263528 2.009870 0.1 -0.1 0.4
H 21.798812 -15.555937 0.414281 1.0 -0.6 -0.4
C 6.690966 -13.774001 8.271040 1.2 1.9 0.2
C 7.475362 -12.598484 8.963439 -0.9 -0.7 0.0
C 8.962533 -12.467696 8.768794 0.1 -1.7 -0.7
O 9.402788 -12.564924 7.396031 0.8 1.4 1.6
C 10.789769 -12.093179 7.306124 -1.2 0.6 -0.9
N 6.764654 -11.271617 8.665658 0.2 -0.2 -0.9
H 6.637469 -11.164207 7.669471 0.0 -0.3 -0.8
H 5.823858 -11.175105 9.020190 -0.4 -0.2 0.7
H 7.287014 -10.438136 8.894888 0.4 0.3 0.7
H 7.300983 -14.662449 8.434238 -0.6 -0.2 0.2
H 6.633887 -13.603954 7.195904 -0.1 -0.1 0.0
H 5.696117 -13.750867 8.715849 0.1 -0.7 -0.1
H 7.365344 -12.746438 10.037731 -0.1 0.2 0.1
H 9.389347 -13.351879 9.242239 0.0 -0.1 0.4
H 9.289552 -11.648043 9.408576 0.5 0.7 -0.6
H 11.479352 -12.445700 8.073132 -0.2 -0.8 -0.1
H 10.827108 -11.006813 7.386776 -0.3 0.3 0.1
H 11.051429 -12.297444 6.267905 0.4 -0.4 0.3
C 13.887300 -9.825627 3.250303 0.0 -0.1 -0.5
C 15.322784 -9.676784 3.717499 0.0 -0.6 -0.7
C 16.375169 -9.807409 2.643155 1.1 -1.3 0.3
O 16.070482 -9.143407 1.506569 0.1 1.1 -2.4
C 17.138785 -9.260908 0.495891 0.0 0.9 1.3
N 15.419858 -8.311722 4.316027 0.0 -0.8 0.6
H 16.297817 -8.039020 4.734259 1.4 0.0 0.0
H 15.152307 -7.601560 3.649558 -0.4 0.4 -0.3
H 14.855627 -8.314741 5.153728 -1.0 0.4 0.5
H 13.643212 -9.017724 2.560513 -0.1 -0.2 -0.2
H 13.150834 -9.819022 4.053848 0.2 0.0 0.2
H 13.791668 -10.778802 2.730309 -0.1 0.1 -0.1
H 15.542883 -10.476316 4.424899 0.1 0.6 0.6
H 16.621779 -10.841268 2.401455 -0.8 -0.9 0.1
H 17.361515 -9.561212 3.036354 0.3 0.9 0.5
H 18.037262 -8.847048 0.953670 0.2 -0.1 0.1
H 16.962051 -8.601119 -0.353544 -0.6 -0.4 0.1
H 17.361820 -10.295595 0.235568 -0.5 -0.1 -0.2
C 18.396399 -14.310412 10.218563 0.4 -1.3 0.9
C 18.553097 -14.498600 8.680271 -0.6 2.3 0.8
C 19.986251 -14.291059 8.130901 0.6 1.0 1.3
O 20.791414 -13.421183 8.974053 -3.4 -1.5 0.9
C 22.120746 -13.491503 8.701828 2.5 1.1 0.2
N 17.917788 -15.793569 8.212862 2.0 0.2 1.3
H 17.226429 -16.057119 8.900367 -0.5 -0.2 -0.2
H 17.603176 -15.847357 7.254623 -1.1 0.2 -1.2
H 18.646430 -16.491398 8.260072 0.3 -0.8 0.2
H 17.415260 -14.545457 10.631126 -0.7 0.6 -0.7
H 18.751466 -13.389169 10.680444 -0.3 0.4 -0.9
H 18.930934 -14.993524 10.878661 0.8 -0.6 -0.7
H 17.927071 -13.731723 8.224112 -0.1 0.1 -0.1
H 20.003102 -13.664996 7.238784 -0.4 -1.2 -0.9
H 20.457308 -15.273751 8.153780 0.4 -0.1 -0.8
H 22.360505 -12.871525 7.837977 0.2 -0.1 -0.4
H 22.616174 -14.458109 8.610559 -0.6 -0.5 -0.2
H 22.609909 -13.034941 9.562279 0.1 0.1 0.0
C 20.281945 -10.788838 6.473663 -1.0 0.6 1.3
C 20.072698 -10.322195 8.002897 2.2 0.3 -2.3
C 21.280953 -9.450909 8.477968 -1.1 0.5 0.0
O 21.346755 -8.234461 7.686984 0.4 -1.7 0.8
C 21.749702 -7.130163 8.480125 -0.6 0.8 1.1
N 18.791688 -9.520126 7.988026 1.4 -1.4 1.3
H 18.591734 -9.293129 8.951670 -0.2 0.8 0.6
H 18.824265 -8.680501 7.427598 -0.1 0.6 -0.6
H 18.060421 -10.173766 7.746972 -1.1 0.0 -1.1
H 19.280618 -11.090792 6.166644 0.1 -0.4 -0.4
H 21.004121 -11.575607 6.255585 0.0 0.0 0.6
H 20.566433 -9.936055 5.857286 0.1 0.2 0.2
H 19.903449 -11.147781 8.694167 0.1 -0.1 -0.2
H 22.208212 -10.021226 8.533003 0.1 -0.1 -0.8
H 21.136517 -9.239343 9.537431 -0.3 0.6 0.2
H 21.700792 -6.203841 7.907729 -0.1 -0.3 -0.2
H 22.690597 -7.144756 9.030218 0.7 -0.7 -0.8
H 21.068873 -7.077512 9.329716 -0.6 0.4 0.0
C 13.776882 -6.149139 8.125110 0.1 1.8 0.3
C 14.429281 -7.056168 9.099627 -0.3 -1.4 0.9
C 13.418691 -8.120818 9.421426 -0.4 -3.0 1.2
O 14.029063 -9.300848 9.942215 2.2 -1.1 -0.2
C 13.201908 -10.375289 10.387959 0.0 1.7 0.3
N 15.670093 -7.654738 8.576099 -0.6 0.3 -0.3
H 16.176731 -8.113401 9.319769 0.5 -0.6 0.5
H 15.523133 -8.299762 7.812918 0.0 -1.0 -0.7
H 16.243715 -6.909836 8.207066 0.9 0.6 -0.5
H 13.642283 -6.520710 7.109283 0.2 -0.2 0.2
H 14.356332 -5.225948 8.132461 -0.2 0.2 -0.6
H 12.795008 -5.902225 8.528910 -0.1 0.1 -0.1
H 14.817707 -6.634230 10.026552 -0.7 0.7 0.0
H 12.911793 -8.518597 8.542273 -0.5 0.9 -0.4
H 12.755945 -7.894115 10.256566 -0.6 1.2 -0.6
H 13.797286 -11.167124 10.842522 0.3 0.3 -0.1
H 12.582813 -10.828262 9.613605 -0.1 0.2 -0.3
H 12.597709 -9.877348 11.146308 -0.6 -0.7 0.3
C 14.822330 -12.220687 7.085015 -1.9 -1.8 0.3
C 16.001827 -11.385541 6.886208 -1.2 1.1 1.1
O 17.022232 -12.001398 6.683575 3.7 -1.0 -0.9
O 15.882833 -10.159107 7.144776 0.2 1.0 -0.4
H 14.308597 -11.818380 7.958129 -0.5 -0.2 -0.2
H 15.136221 -13.252389 7.243628 0.3 -0.1 0.6
H 14.177314 -12.432726 6.232314 -0.4 1.0 -0.2
C 14.104985 -15.853821 5.458023 0.4 -0.6 0.4
C 15.332876 -16.623452 5.955704 -0.2 -1.8 1.0
O 16.502666 -16.318418 5.634743 1.1 1.3 -0.6
O 15.128541 -17.615603 6.726901 -0.9 1.5 0.3
H 13.530178 -15.683185 6.368293 -0.2 0.4 -0.2
H 13.516632 -16.549796 4.860063 0.0 0.1 -0.1
H 14.310629 -14.929790 4.917676 0.1 -0.1 0.1
```
Forces are in eV/Å.

Properties
- total charge = +4
- HOMO level (spin up / spin down) (eV) = -11.0 / -17.1
- HOMO-LUMO gap (spin up / spin down) (eV) = 2.8 / 8.9
- 2S+1 = 2